Here is a molecular structure, C31H23N4O8OsS in a non-equilibrium geometry from the OMol25 dataset. Energies are from ωB97M-V/def2-TZVPD.

Geometry as XYZ:
```
68
Properties=species:S:1:pos:R:3:forces:R:3:mulliken_spin:R:1
Os -1.030477 -0.234756 1.456048 1.791 0.934 1.411 2.353
S 2.026270 -0.787823 1.582468 -0.222 0.180 1.281 -0.036
O -4.348492 2.834214 5.098599 0.777 -0.517 -1.187 0.000
O 2.239468 -1.467345 0.325153 -0.423 0.233 0.698 0.016
O -1.757142 2.597751 4.346008 -0.872 -2.416 -3.152 0.015
O -0.480693 -1.892692 4.281452 3.401 0.248 -1.761 0.042
O 2.275954 0.648898 1.605196 -0.291 -0.887 -0.316 0.013
O -2.031213 2.035023 0.258840 0.792 0.545 -2.735 -0.011
O -0.684978 1.302675 2.814896 -1.834 0.354 0.224 0.029
O -6.263273 2.181492 4.117760 0.109 0.297 0.313 0.000
N 2.141358 -4.762820 -6.528523 -1.218 1.109 2.171 0.045
N 0.496942 -1.081433 2.300931 2.056 -0.877 -0.033 0.160
N -4.070092 -0.564034 1.863047 -0.295 3.062 2.341 0.007
N -2.838804 -0.000592 2.156526 -3.298 0.709 0.518 0.077
C -0.795122 2.251958 -3.171448 -1.589 0.460 2.028 0.138
C 1.360380 -2.446778 -4.124126 -0.059 -0.416 -0.750 -0.050
C 1.633395 2.529465 -3.394845 0.861 -0.046 0.675 -0.021
C 3.776807 -2.773784 5.198339 0.439 0.207 0.611 0.000
C 0.561290 -1.707329 3.617345 -3.393 1.286 -0.413 -0.023
C 1.674220 2.786983 -2.014315 1.988 -0.078 -2.067 0.276
C 0.952177 -3.747640 -4.443536 -1.243 -0.621 0.465 0.096
C -5.060809 2.136702 4.211564 -0.846 0.351 0.689 0.001
C 0.377478 2.329360 -3.954647 1.002 0.183 -0.175 0.305
C 0.695996 3.288524 0.188659 -0.803 0.049 0.660 0.007
C 4.220004 -1.886671 2.972866 -0.510 0.271 0.359 0.001
C -2.052222 1.851405 -3.874211 0.571 -0.603 -1.618 -0.020
C -5.038628 0.175790 2.569559 3.239 0.510 0.383 0.011
C 4.655720 -2.502789 4.148197 -0.390 0.411 -0.121 0.004
C -0.278843 -2.464924 -2.306957 1.413 -0.843 -1.511 -0.070
C -4.372648 1.182531 3.330092 1.092 -1.626 -1.950 -0.002
C -1.129287 -1.279747 -0.064993 0.860 -2.360 -3.716 -0.511
C -0.723499 -3.781722 -2.704426 0.426 1.106 0.355 0.115
C 0.789194 -1.792397 -3.073764 -2.122 -0.395 2.175 0.103
C -0.119784 -4.444774 -3.758762 1.232 0.847 -1.391 -0.055
C 2.436139 -2.458699 5.119310 -0.160 -0.572 -0.262 0.000
C 1.605627 -4.309075 -5.589116 1.019 -1.565 -2.177 -0.018
C -1.789800 1.739898 3.389908 3.398 2.523 3.431 -0.010
C -0.781696 -1.895940 -1.120594 -0.857 1.512 1.658 0.618
C 2.862616 -1.555829 2.952006 0.910 -0.495 -1.537 0.019
C -2.994829 1.062055 3.002921 -2.871 -2.445 -1.191 0.009
C -0.751091 2.506640 -1.782401 2.178 -0.373 -0.783 0.127
C 0.540883 2.848062 -1.214635 -2.445 -0.116 1.296 0.095
C 1.976474 -1.936300 3.923990 -0.212 0.026 1.037 0.000
C 2.927583 2.398171 -4.191708 -0.694 0.059 0.499 0.011
C -1.922040 2.258555 -0.960908 -2.422 -0.086 1.871 0.050
H 4.864386 -1.648485 2.117614 -0.187 -0.114 0.567 0.000
H 3.361730 3.350852 -4.449166 -0.037 0.558 -0.005 -0.005
H -0.446726 -5.416940 -4.193964 0.262 0.844 0.792 -0.002
H 4.182388 -3.183610 6.127798 -0.160 0.060 -0.385 0.000
H 1.503957 2.716638 0.700979 -0.412 0.194 -0.248 0.035
H 0.263043 2.203488 -5.021329 0.128 -0.113 -0.125 -0.016
H 1.078668 -0.799150 -2.711365 0.036 -0.418 -0.341 0.022
H 1.727255 -2.669220 5.906534 0.049 -0.066 0.092 0.000
H -1.857152 1.849024 -4.974619 -0.123 -0.138 0.816 -0.005
H -2.908823 2.499321 -3.769681 -0.206 0.196 0.566 0.013
H -1.540550 -4.209653 -2.127011 0.210 -0.088 -0.224 0.001
H -0.255088 3.258783 0.780374 1.080 -0.194 -0.583 -0.007
H 1.019347 4.347553 0.190357 0.185 -0.228 -0.137 0.047
H -2.307763 0.814454 -3.605662 -0.132 0.323 0.038 0.016
H 3.684146 1.884066 -3.596552 -0.158 -0.198 -0.137 -0.004
H 2.655615 2.967776 -1.564419 -0.371 -0.044 0.013 -0.010
H -2.869525 2.305987 -1.554845 0.429 -0.169 0.355 0.003
H 2.068475 -2.007777 -4.833021 -0.015 0.100 0.676 -0.001
H -3.350555 2.758384 4.869673 -0.843 0.200 0.492 0.000
H -6.087993 0.069756 2.583620 -0.857 -0.683 -0.294 0.001
H -4.114780 -1.450765 1.366171 -0.039 0.431 0.152 -0.006
H 5.689063 -2.700375 4.324909 0.567 -0.267 -0.234 0.000
H 2.730366 1.889633 -5.124164 0.112 -0.324 -0.149 -0.002
```
Positions in Å, forces in eV/Å.

**Energy above the lowest of the compared OMol25 structures with the same formula, charge and spin**: 0.9 kJ/mol
**Kohn-Sham gap (alpha / beta)**: 5.74 / 2.55 eV
**Multiplicity**: 5
**Total charge**: +1